A) Formula: CH3NOS
Source: the OMol25 dataset
Level of theory: ωB97M-V with the def2-TZVPD basis set

Geometry as ORCA input:
```
! wB97M-V def2-TZVPD RIJCOSX def2/J DEFGRID3
* xyz 0 1
C -0.31 -0.07 -0.04
N -2.16 -0.50 0.01
O -2.36 -1.68 -0.03
S -3.12 0.73 -0.04
H -0.31 0.89 0.46
H -0.05 -0.06 -1.08
H 0.11 -0.86 0.55
*
```

Orbital gap, eV: 8.758

These are the Mulliken partial charges, in e, on atoms 1 to 6: C -0.521; N 0.321; O -0.463; S -0.130; H 0.267; H 0.260

B) Formula: CH3NOS
Source: the OMol25 dataset
Level of theory: ωB97M-V with the def2-TZVPD basis set

Geometry as ORCA input:
```
! wB97M-V def2-TZVPD RIJCOSX def2/J DEFGRID3
* xyz 0 1
O -1.20 -1.38 0.47
C -1.65 -0.38 0.10
S -2.20 1.08 -0.21
N 1.12 0.14 -0.13
H 1.36 -0.50 0.62
H 0.74 1.06 0.03
H 1.84 -0.01 -0.87
*
```

Orbital gap, eV: 10.276
SMILES: O=C=S.N

These are the Mulliken partial charges, in e, on atoms 1 to 6: O -0.314; C 0.591; S -0.278; N -0.615; H 0.209; H 0.219

Result of the stability comparison: A) is the least stable of them.

A) Formula: C5H6O3
Source: the OMol25 dataset
Level of theory: ωB97M-V with the def2-TZVPD basis set

Geometry as ORCA input:
```
! wB97M-V def2-TZVPD RIJCOSX def2/J DEFGRID3
* xyz 0 1
C 1.17 -1.01 -0.46
O 1.10 0.24 -1.26
C 0.58 1.14 -0.25
O 0.85 0.80 0.88
C 0.19 -0.66 0.78
C -1.29 -0.31 0.41
O -1.47 -0.38 -0.95
C -1.09 0.89 -0.33
H 0.70 -1.75 -1.00
H 2.15 -1.11 -0.09
H 0.62 2.23 -0.38
H 0.46 -1.13 1.82
H -2.06 -0.69 1.08
H -1.88 1.73 -0.26
*
```

Orbital gap, eV: 10.339
SMILES: C1O[C@@H]2O[C@H]1[C@@H]1O[C@H]21

These are the Mulliken partial charges, in e, on atoms 1 to 6: C -0.590; O -0.485; C 0.233; O -0.410; C -0.222; C 0.029

B) Formula: C5H6O3
Source: the OMol25 dataset
Level of theory: ωB97M-V with the def2-TZVPD basis set

Geometry as ORCA input:
```
! wB97M-V def2-TZVPD RIJCOSX def2/J DEFGRID3
* xyz 0 1
C 0.09 -0.62 1.70
C -0.99 0.29 -0.97
C 1.03 -1.24 -0.33
C 0.51 0.25 -0.75
C -0.38 0.82 0.25
O -0.56 -0.64 2.68
O 0.86 -1.41 1.10
O -0.26 2.15 0.66
H -1.58 0.89 -1.67
H -1.40 -0.69 -0.90
H 0.36 -2.01 -0.75
H 2.11 -1.35 -0.66
H 1.25 0.88 -1.27
H -1.04 2.67 0.92
*
```

Orbital gap, eV: 9.066

These are the Mulliken partial charges, in e, on atoms 1 to 6: C 0.534; C -0.857; C -0.483; C -0.223; C 0.511; O -0.477

Result of the stability comparison: A) is the least stable of them.

A) Formula: C42H118N8O18
Source: the OMol25 dataset
Level of theory: ωB97M-V with the def2-TZVPD basis set

Geometry as ORCA input:
```
! wB97M-V def2-TZVPD RIJCOSX def2/J DEFGRID3
* xyz 0 1
C -4.07 -2.42 -3.38
C -4.58 -1.81 -2.07
O -4.79 -0.42 -2.22
O -2.98 -1.66 -3.90
H -4.83 -2.39 -4.16
H -3.70 -3.38 -3.04
H -3.76 -1.91 -1.35
H -5.42 -2.41 -1.71
H -5.14 -0.03 -1.39
H -3.18 -0.72 -3.75
C -2.00 4.64 6.12
C -0.68 4.48 5.33
O -0.66 3.21 4.73
O -2.06 5.77 6.97
H -2.19 3.70 6.67
H -2.79 4.72 5.36
H 0.18 4.61 6.00
H -0.68 5.28 4.60
H -0.31 2.59 5.39
H -2.97 5.91 7.23
C -5.10 3.44 -3.38
C -3.73 2.78 -3.34
O -3.82 1.48 -3.93
O -5.92 2.92 -2.31
H -5.60 3.18 -4.31
H -5.07 4.53 -3.26
H -3.57 2.59 -2.27
H -2.93 3.34 -3.81
H -4.17 0.87 -3.25
H -6.83 3.04 -2.57
C 3.37 0.09 2.71
C 3.64 1.51 2.20
O 3.51 2.40 3.32
O 2.28 0.02 3.61
H 4.32 -0.23 3.15
H 3.20 -0.56 1.83
H 2.81 1.75 1.53
H 4.63 1.56 1.77
H 2.69 2.17 3.76
H 2.09 -0.93 3.64
C -0.70 -0.06 -6.23
C -1.01 1.41 -6.30
O -2.40 1.70 -6.24
O -0.48 -0.53 -4.91
H 0.23 -0.26 -6.77
H -1.48 -0.64 -6.75
H -0.71 1.79 -7.28
H -0.46 1.89 -5.48
H -2.77 1.56 -5.36
H -1.26 -1.01 -4.61
C -1.24 0.70 -1.62
C -0.24 -0.22 -0.87
C -0.14 0.06 0.62
O 0.53 1.30 0.80
C 0.19 1.85 2.04
N -0.69 -1.61 -1.06
H -2.20 0.66 -1.10
H -1.30 0.32 -2.63
H -0.89 1.74 -1.65
H 0.71 -0.07 -1.36
H 0.37 -0.75 1.14
H -1.18 0.20 0.96
H 0.58 1.29 2.90
H -0.88 2.03 2.14
H 0.62 2.83 2.27
H -1.62 -1.73 -0.68
H -0.74 -1.78 -2.06
C 1.42 -3.32 1.56
C 1.22 -3.43 3.09
C 0.83 -4.85 3.50
O -0.54 -5.01 3.19
C -0.96 -6.32 2.83
N 2.46 -3.01 3.77
H 1.00 -2.37 1.25
H 0.89 -4.10 1.00
H 2.45 -3.33 1.20
H 0.43 -2.70 3.28
H 0.81 -4.93 4.59
H 1.62 -5.48 3.08
H -0.49 -6.53 1.86
H -2.04 -6.39 2.79
H -0.58 -7.08 3.52
H 3.28 -3.22 3.21
H 2.59 -3.54 4.63
C -5.90 2.89 1.65
C -5.00 1.67 1.27
C -5.07 0.70 2.48
O -4.62 1.33 3.67
C -3.23 1.57 3.59
N -5.65 1.00 0.14
H -6.08 3.49 0.75
H -5.34 3.59 2.29
H -6.86 2.65 2.11
H -4.02 2.07 1.04
H -4.42 -0.15 2.22
H -6.05 0.25 2.66
H -2.91 2.49 3.09
H -2.70 0.80 3.01
H -2.77 1.69 4.57
H -5.88 1.68 -0.58
H -6.57 0.62 0.36
C 3.22 -0.91 -1.24
C 3.93 0.28 -1.92
C 4.70 0.04 -3.21
O 3.88 -0.25 -4.32
C 4.47 0.04 -5.57
N 2.89 1.27 -2.26
H 2.60 -1.33 -2.04
H 2.72 -0.56 -0.35
H 3.82 -1.82 -1.06
H 4.66 0.77 -1.27
H 5.37 -0.81 -3.02
H 5.34 0.92 -3.31
H 4.42 1.09 -5.86
H 4.05 -0.64 -6.31
H 5.55 -0.13 -5.51
H 2.44 1.00 -3.13
H 2.16 1.39 -1.57
C 2.09 -4.59 -1.60
C 0.62 -4.85 -1.86
C 0.41 -6.10 -2.73
O -0.96 -6.32 -2.97
C -1.38 -6.26 -4.32
N -0.03 -5.11 -0.56
H 2.66 -4.67 -2.52
H 2.50 -5.32 -0.90
H 2.19 -3.62 -1.13
H 0.05 -4.04 -2.33
H 0.82 -6.94 -2.16
H 0.98 -6.03 -3.66
H -0.89 -5.48 -4.88
H -2.45 -6.04 -4.34
H -1.30 -7.26 -4.74
H -0.88 -5.63 -0.78
H -0.34 -4.26 -0.10
C 3.88 5.86 3.92
C 3.12 7.08 3.40
C 3.67 7.59 2.07
O 3.87 9.01 2.19
C 4.77 9.51 1.23
N 1.72 6.59 3.21
H 3.58 4.94 3.41
H 3.71 5.78 5.00
H 4.96 5.93 3.80
H 3.13 7.79 4.23
H 2.93 7.51 1.26
H 4.58 7.08 1.75
H 4.58 9.07 0.24
H 5.83 9.32 1.43
H 4.63 10.59 1.21
H 1.74 5.86 2.50
H 1.15 7.32 2.79
C 0.89 -0.08 8.50
C 0.67 -0.24 6.99
C -0.69 -0.83 6.64
O -0.60 -1.47 5.39
C -1.71 -2.29 5.11
N 0.79 0.99 6.20
H -0.01 0.36 8.94
H 1.73 0.58 8.71
H 1.12 -1.04 8.95
H 1.43 -1.00 6.76
H -1.46 -0.06 6.72
H -0.99 -1.61 7.36
H -2.62 -1.70 4.97
H -1.84 -3.01 5.92
H -1.50 -2.89 4.22
H 1.06 0.61 5.28
H 1.60 1.58 6.40
C 3.39 -3.44 -6.28
C 2.03 -2.76 -6.02
C 0.78 -3.55 -6.38
O 0.74 -4.06 -7.69
C 0.56 -3.07 -8.67
N 2.00 -2.49 -4.57
H 3.23 -4.42 -5.80
H 4.16 -3.05 -5.62
H 3.70 -3.59 -7.31
H 2.01 -1.82 -6.59
H -0.08 -2.89 -6.21
H 0.76 -4.38 -5.67
H 1.17 -2.18 -8.49
H -0.45 -2.65 -8.64
H 0.87 -3.43 -9.65
H 2.66 -1.73 -4.39
H 1.08 -2.17 -4.31
*
```

Orbital gap, eV: 9.076

These are the Mulliken partial charges, in e, on atoms 1 to 6: C -0.416; C -0.239; O -0.545; O -0.542; H 0.329; H 0.319

B) Formula: C42H118N8O18
Source: the OMol25 dataset
Level of theory: ωB97M-V with the def2-TZVPD basis set

Geometry as ORCA input:
```
! wB97M-V def2-TZVPD RIJCOSX def2/J DEFGRID3
* xyz 0 1
C -1.24 -2.17 5.52
C -2.11 -2.47 4.26
O -3.36 -3.04 4.60
O -0.88 -3.40 6.14
H -1.76 -1.55 6.25
H -0.37 -1.67 5.10
H -1.58 -3.16 3.60
H -2.35 -1.56 3.72
H -3.19 -3.81 5.15
H -1.64 -3.97 6.25
C -1.64 1.78 4.91
C -1.29 3.19 4.40
O -1.16 3.05 2.94
O -2.99 1.52 4.89
H -1.31 1.60 5.93
H -1.14 1.04 4.28
H -0.38 3.41 4.96
H -2.02 3.96 4.66
H -1.93 2.55 2.65
H -3.44 2.14 5.47
C 3.09 1.52 4.70
C 2.97 0.17 5.41
O 1.94 -0.64 4.80
O 3.54 1.36 3.38
H 3.82 2.01 5.34
H 2.16 2.08 4.66
H 2.73 0.13 6.48
H 3.90 -0.40 5.33
H 2.06 -0.47 3.86
H 3.10 2.08 2.92
C 0.21 -0.90 1.31
C -0.03 0.56 1.33
O 0.64 1.13 0.26
O 1.50 -1.23 1.72
H -0.09 -1.27 0.33
H -0.46 -1.28 2.08
H 0.34 0.93 2.29
H -1.12 0.67 1.33
H 0.10 1.27 -0.52
H 2.09 -0.64 1.24
C 2.33 4.87 1.92
C 1.41 5.56 2.99
O 0.05 5.43 2.51
O 2.19 3.43 1.94
H 3.34 5.15 2.21
H 2.24 5.16 0.88
H 1.51 6.64 3.09
H 1.56 5.14 3.98
H -0.28 4.55 2.68
H 1.33 3.06 1.73
C 1.18 -4.48 2.97
C 2.36 -4.33 3.97
C 3.66 -3.91 3.25
O 3.81 -4.79 2.08
C 4.45 -4.23 0.99
N 1.92 -3.60 5.10
H 1.05 -3.70 2.22
H 0.19 -4.42 3.42
H 1.23 -5.38 2.36
H 2.55 -5.32 4.39
H 4.54 -4.05 3.88
H 3.51 -2.90 2.89
H 5.44 -3.85 1.22
H 3.82 -3.40 0.67
H 4.43 -4.97 0.18
H 0.92 -3.55 5.23
H 2.19 -2.63 4.98
C 3.79 -0.56 -0.64
C 5.07 -0.01 -1.46
C 5.93 -1.20 -1.96
O 6.41 -1.97 -0.86
C 7.24 -3.03 -1.20
N 4.54 0.92 -2.44
H 3.28 -1.30 -1.26
H 3.08 0.19 -0.31
H 4.25 -1.04 0.22
H 5.69 0.44 -0.68
H 6.82 -0.97 -2.55
H 5.27 -1.75 -2.63
H 7.56 -3.42 -0.23
H 8.18 -2.74 -1.68
H 6.76 -3.84 -1.76
H 4.02 1.64 -1.96
H 3.79 0.50 -2.95
C -1.14 -4.16 -5.05
C -0.63 -5.35 -4.20
C -1.06 -5.46 -2.70
O -0.44 -4.58 -1.81
C -0.98 -4.69 -0.49
N -1.12 -6.51 -4.98
H -1.06 -3.30 -4.38
H -2.17 -4.19 -5.40
H -0.46 -4.04 -5.89
H 0.46 -5.29 -4.27
H -0.73 -6.44 -2.36
H -2.15 -5.48 -2.64
H -0.49 -4.12 0.30
H -0.77 -5.72 -0.20
H -2.07 -4.68 -0.48
H -0.47 -7.28 -4.84
H -0.97 -6.32 -5.96
C -1.41 3.90 -0.69
C -1.96 2.67 -1.33
C -3.01 3.05 -2.39
O -3.60 1.96 -3.16
C -4.82 2.19 -3.70
N -0.89 1.89 -1.91
H -2.23 4.54 -0.38
H -0.80 4.54 -1.34
H -0.85 3.69 0.22
H -2.45 2.00 -0.63
H -2.72 3.83 -3.10
H -3.74 3.59 -1.79
H -4.86 3.13 -4.26
H -5.51 2.16 -2.86
H -5.12 1.33 -4.31
H -0.43 2.49 -2.58
H -1.34 1.22 -2.53
C -5.23 -1.86 2.03
C -4.37 -2.60 0.98
C -3.30 -1.72 0.21
O -3.81 -0.43 -0.04
C -4.92 -0.34 -0.97
N -3.85 -3.80 1.62
H -5.99 -2.51 2.48
H -5.84 -1.04 1.65
H -4.61 -1.46 2.83
H -5.06 -2.91 0.20
H -2.90 -2.03 -0.76
H -2.36 -1.62 0.76
H -5.28 0.69 -0.92
H -5.85 -0.88 -0.77
H -4.71 -0.69 -1.97
H -3.70 -3.49 2.57
H -4.60 -4.47 1.66
C 4.08 4.54 -2.32
C 2.71 3.92 -2.22
C 2.15 3.41 -3.61
O 0.75 3.55 -3.73
C 0.14 3.00 -4.90
N 2.79 2.83 -1.17
H 4.11 5.40 -3.00
H 4.74 3.79 -2.75
H 4.48 4.90 -1.37
H 2.06 4.67 -1.75
H 2.51 2.40 -3.83
H 2.62 4.03 -4.37
H 0.88 2.73 -5.65
H -0.51 3.80 -5.27
H -0.54 2.19 -4.62
H 1.88 2.44 -0.96
H 2.99 3.18 -0.25
C -4.89 3.68 3.09
C -5.03 2.73 1.85
C -5.20 3.44 0.44
O -6.50 4.16 0.38
C -6.79 4.62 -0.92
N -3.89 1.83 1.91
H -5.51 4.57 3.04
H -3.91 4.16 3.18
H -5.06 3.18 4.05
H -5.90 2.09 1.99
H -5.11 2.72 -0.37
H -4.39 4.17 0.39
H -7.72 5.19 -0.88
H -7.06 3.78 -1.55
H -6.04 5.25 -1.40
H -4.07 1.05 1.29
H -3.91 1.34 2.79
C 4.27 -1.62 -5.79
C 2.89 -1.20 -6.40
C 1.73 -1.19 -5.36
O 2.01 -0.29 -4.33
C 0.91 -0.20 -3.46
N 2.99 0.16 -6.91
H 4.60 -0.88 -5.05
H 4.97 -1.80 -6.60
H 4.03 -2.56 -5.31
H 2.70 -1.98 -7.14
H 1.43 -2.15 -4.92
H 0.85 -0.82 -5.89
H 0.82 -1.20 -3.05
H -0.02 0.06 -3.98
H 1.02 0.56 -2.68
H 3.01 0.72 -6.07
H 2.09 0.41 -7.30
*
```

Orbital gap, eV: 8.209

These are the Mulliken partial charges, in e, on atoms 1 to 6: C 0.463; C 0.538; O -0.545; O -0.540; H 0.186; H -0.347

Result of the stability comparison: B) is the least stable of them.